{
  "formula": "C4H8NO",
  "method": "the ωB97M-V functional and the def2-TZVPD basis",
  "gap_ev": 10.86,
  "charge": 1,
  "de_lowest_kcal_mol": 52.0,
  "spin_multiplicity": 1,
  "symbols": ["C", "N", "C", "C", "O", "C", "H", "H", "H", "H", "H", "H", "H", "H"],
  "coordinates": [[-1.2712, -0.1350, 0.2484], [0.0536, 0.0412, -0.3226], [1.1305, -1.0348, -0.0801], [2.2831, 0.0088, 0.0752], [3.4683, 0.0991, 0.0227], [0.9666, 1.2163, 0.0765], [-1.0998, -0.1899, 1.3811], [-1.9818, 0.7522, 0.0565], [-1.8593, -1.0954, 0.0234], [0.0141, -0.0711, -1.3400], [1.2414, -1.6031, -1.0222], [1.0647, -1.6733, 0.9174], [0.7028, 1.7758, 0.9740], [1.1002, 2.0217, -0.7211]],
  "forces_ev_per_a": [[-2.6, 0.1, 2.9], [1.7, -1.0, -0.8], [1.2, -1.1, 1.5], [-1.2, 2.5, -0.3], [-2.5, -0.6, 0.3], [2.3, 0.1, -1.4], [-0.4, 0.2, -1.5], [1.5, -1.3, 0.0], [1.5, 1.3, -0.3], [-0.4, 1.0, 0.1], [-0.1, -0.3, 0.8], [-0.4, 1.3, -2.2], [-0.2, -0.7, 0.3], [-0.4, -1.4, 0.7]]
}